Molecular formula: C2FN5
Method: DFT, the ωB97M-V functional and the def2-TZVPD basis

The geometry in XYZ format:
```
8
Properties=species:S:1:pos:R:3:forces:R:3
C 2.79471 -0.23386 -0.01331 1.4 -0.6 0.2
C 1.49923 0.10505 -0.08816 -3.1 0.3 -0.2
N 3.89088 -0.58110 0.09951 -0.2 0.2 -0.1
N 0.33646 0.29656 -0.07246 2.8 -1.3 0.0
N -0.69803 0.98059 0.03353 2.0 2.6 0.0
N -1.90396 0.61853 0.07374 -4.7 -2.4 0.0
N -2.26773 -0.56927 -0.07379 1.5 0.9 0.1
F -3.65156 -0.61652 0.04094 0.3 0.4 0.0
```
Positions in Å, forces in eV/Å.

Summary:
E_HOMO (alpha / beta), eV: -9.9039 / -9.9034
Energy above the lowest of the compared OMol25 structures with the same formula, charge and spin, kJ/mol: 319.1
Gap between HOMO and LUMO (alpha / beta), eV: 8.25 / 8.25
Net charge: 0
Multiplicity: 1